(1)
15
Properties=species:S:1:pos:R:3 method="wB97M-V/def2-TZVPD" gap_ev=9.6607 relative_energy_kj_mol=298.91 total_energy_ev=-8291.898 multiplicity=1 homo_ev=-9.65
C 1.518 2.366 0.353
C 0.503 1.496 -0.195
N 0.681 0.183 -0.375
C 1.855 -0.402 -0.062
N 2.843 -0.918 0.140
H 2.413 1.942 0.580
H 1.119 2.866 1.280
H 1.598 3.191 -0.374
H -0.517 1.772 -0.346
C 0.120 -2.714 0.188
C -0.572 -2.074 1.043
H 1.066 -3.258 0.384
H -0.018 -2.514 -0.827
H -0.278 -1.986 2.135
H -1.597 -1.781 0.799

(2)
60
Properties=species:S:1:pos:R:3 method="wB97M-V/def2-TZVPD" charge=-1 gap_ev="3.4161 / 3.1380" relative_energy_kj_mol=553.06 s_squared=9.09 total_energy_ev=-107322.152 multiplicity=6 homo_ev="-0.85 / -0.57"
Mn 0.351 -0.356 0.157
C -0.270 -0.190 3.317
C 0.824 0.893 3.286
N 1.497 0.940 2.005
C 1.922 2.233 1.506
C 0.750 3.168 1.190
S -0.669 2.414 0.343
C -1.812 2.138 1.734
C -2.196 0.678 1.989
N -1.075 -0.229 2.112
H 0.214 -1.165 3.405
H -0.884 -0.044 4.219
H 0.380 1.872 3.474
H 1.515 0.711 4.120
H 2.240 0.257 1.924
H 2.594 2.766 2.198
H 2.481 2.045 0.586
H 0.366 3.663 2.085
H 1.114 3.959 0.532
H -1.374 2.595 2.622
H -2.729 2.690 1.519
H -2.842 0.663 2.883
H -2.783 0.327 1.141
H -1.343 -1.179 1.885
C -3.761 -2.962 -0.341
C -2.440 -3.291 -1.026
O -2.699 -4.251 -2.045
P -1.727 -1.745 -1.738
O -0.297 -2.089 -2.237
O -2.644 -1.565 -3.042
O -1.825 -0.582 -0.804
P -1.195 -4.049 0.108
O -2.126 -4.804 1.194
O -0.336 -5.011 -0.611
O -0.560 -2.864 0.877
H -4.450 -2.534 -1.072
H -3.613 -2.234 0.457
H -4.195 -3.870 0.072
H -1.856 -4.692 -2.233
H 0.393 -1.426 -1.684
H -2.389 -0.756 -3.506
H -1.767 -5.688 1.332
C 0.957 -2.419 0.827
H 1.298 -2.780 1.808
H 1.387 -3.097 0.088
C 1.895 4.536 -3.214
C 1.827 3.126 -3.807
C 2.107 2.053 -2.817
N 1.171 1.341 -2.226
N 1.661 0.459 -1.355
C 2.998 0.563 -1.188
N 3.716 -0.422 -0.460
S 3.761 1.586 -2.379
H 1.675 5.300 -3.965
H 2.889 4.734 -2.807
H 1.174 4.633 -2.401
H 2.532 3.053 -4.645
H 0.828 2.947 -4.215
H 3.027 -1.077 -0.091
H 4.315 -0.973 -1.083

(3)
9
Properties=species:S:1:pos:R:3 method="wB97M-V/def2-TZVPD" gap_ev=7.5865 relative_energy_kj_mol=336.93 total_energy_ev=-44857.351 multiplicity=1 homo_ev=-8.63
C -0.157 -1.263 -0.221
Si -0.322 0.597 -0.629
S 1.690 1.983 1.153
Cl -0.591 -1.464 1.446
Cl -1.135 -2.148 -1.396
H 0.838 -1.759 -0.499
H 0.056 0.841 -2.036
H -1.291 1.474 0.092
H 0.913 1.740 2.091

(4)
18
Properties=species:S:1:pos:R:3 method="wB97M-V/def2-TZVPD" gap_ev="7.9299 / 7.9527" relative_energy_kj_mol=455.60 total_energy_ev=-7885.809 multiplicity=1 homo_ev="-7.74 / -7.63"
C 0.675 1.755 -0.305
C -0.051 0.769 0.462
C -1.544 0.939 0.600
C 0.606 -0.314 -0.367
C 1.484 -1.300 0.373
C -1.091 -1.594 -1.008
N -1.214 -2.723 -0.770
H -1.344 -0.673 -1.456
H 1.696 2.012 -0.114
H 0.113 2.357 -1.042
H 0.419 0.622 1.430
H -1.729 1.759 1.303
H -1.978 0.014 0.972
H -2.001 1.207 -0.355
H 0.858 -0.166 -1.413
H 1.601 -2.247 -0.174
H 2.456 -0.850 0.521
H 1.043 -1.566 1.343

(5)
112
Properties=species:S:1:pos:R:3 method="wB97M-V/def2-TZVPD" gap_ev=8.2209 relative_energy_kj_mol=19.05 total_energy_ev=-123690.278 multiplicity=1 homo_ev=-8.49
Sc -1.015 -0.205 -0.523
C 3.459 -1.921 0.323
C 3.145 -0.587 -0.360
C 4.307 0.392 -0.185
C 2.810 -0.770 -1.827
C 3.698 -1.467 -2.641
C 3.435 -1.663 -3.984
C 2.266 -1.161 -4.531
C 1.362 -0.437 -3.759
C 0.121 0.152 -4.397
C -0.411 -0.699 -5.549
C 0.397 1.584 -4.865
C 1.646 -0.233 -2.400
N 0.752 0.516 -1.567
C 1.210 1.762 -1.270
O 2.159 2.353 -1.766
C 0.427 2.409 -0.153
C 0.450 3.753 0.164
C -0.428 4.205 1.144
C -1.295 3.324 1.778
C -1.223 1.989 1.428
N -0.364 1.570 0.506
C -2.124 0.912 2.003
O -2.984 1.249 2.796
N -1.830 -0.345 1.535
C -2.343 -1.392 2.366
C -1.910 -1.432 3.710
C -2.366 -2.451 4.537
C -3.231 -3.426 4.073
C -3.603 -3.409 2.743
C -3.148 -2.428 1.865
C -3.549 -2.555 0.405
C -3.366 -3.986 -0.114
C -4.981 -2.089 0.167
C -0.946 -0.420 4.316
C -1.593 0.324 5.485
C 0.369 -1.073 4.750
H 3.639 -1.769 1.389
H 4.354 -2.382 -0.099
H 2.636 -2.628 0.211
H 2.268 -0.163 0.134
H 5.223 -0.019 -0.615
H 4.492 0.581 0.874
H 4.093 1.340 -0.679
H 4.615 -1.857 -2.215
H 4.136 -2.207 -4.603
H 2.060 -1.326 -5.579
H -0.659 0.207 -3.630
H 0.267 -0.687 -6.404
H -1.366 -0.311 -5.895
H -0.555 -1.741 -5.252
H 1.143 1.579 -5.664
H 0.786 2.198 -4.054
H -0.514 2.044 -5.252
H 1.117 4.409 -0.375
H -0.456 5.257 1.394
H -2.030 3.639 2.504
H -2.046 -2.472 5.572
H -3.603 -4.194 4.739
H -4.267 -4.178 2.369
H -2.875 -1.939 -0.196
H -4.075 -4.674 0.349
H -2.361 -4.365 0.079
H -3.551 -4.019 -1.189
H -5.677 -2.680 0.766
H -5.253 -2.205 -0.885
H -5.100 -1.044 0.436
H -0.675 0.317 3.561
H -1.768 -0.350 6.326
H -2.543 0.761 5.184
H -0.936 1.122 5.835
H 0.206 -1.874 5.474
H 1.015 -0.329 5.221
H 0.914 -1.486 3.898
F -3.091 1.114 -4.349
C -4.011 1.456 -3.453
F -4.347 2.720 -3.637
F -5.074 0.681 -3.609
S -3.326 1.244 -1.750
O -2.707 -0.112 -1.821
O -2.321 2.262 -1.590
N -4.466 1.212 -0.750
S -5.249 2.539 -0.257
O -4.434 3.378 0.559
O -6.024 3.096 -1.320
C -6.427 1.699 0.887
F -7.169 2.625 1.482
F -5.776 1.006 1.809
F -7.230 0.879 0.218
C 0.167 -5.240 1.933
C 0.551 -3.849 2.394
N 0.179 -2.884 1.374
C 0.065 -3.174 0.064
N -0.397 -2.239 -0.749
C -0.653 -2.640 -2.136
C 0.469 -3.516 -2.653
C 0.543 -4.746 -1.773
N 0.431 -4.400 -0.357
C 0.773 -5.478 0.565
H -0.922 -5.322 1.885
H 0.532 -5.989 2.634
H 1.627 -3.798 2.592
H 0.023 -3.580 3.309
H -0.285 -2.037 1.671
H -0.743 -1.739 -2.753
H -1.612 -3.165 -2.206
H 1.406 -2.960 -2.623
H 0.291 -3.816 -3.686
H 1.495 -5.266 -1.912
H -0.258 -5.452 -2.019
H 1.863 -5.570 0.633
H 0.393 -6.405 0.130

(6)
7
Properties=species:S:1:pos:R:3 method="wB97M-V/def2-TZVPD" gap_ev=10.6748 relative_energy_kj_mol=20.69 smiles="NS(=O)(=O)Cl" total_energy_ev=-28974.263 multiplicity=1 homo_ev=-11.52
N 0.233 -0.864 0.581
S 0.282 0.308 -0.497
O -0.182 -0.328 -1.675
O 1.465 1.114 -0.455
Cl -1.521 1.555 0.104
H -0.621 -1.357 0.529
H 0.344 -0.427 1.412